88
Properties=species:S:1:pos:R:3:lowdin_charge:R:1 method="wB97M-V/def2-TZVPD" mol_weight_g_mol=561.67 charge=+1 de_lowest_kj_mol=726.7 homo_lumo_gap_ev=9.0
C 3.7823 1.8435 2.7676 -0.11
C 3.5596 0.2174 3.1019 -0.19
C 3.4305 -0.6190 1.7410 -0.29
C 4.7575 -1.6302 1.6720 -0.05
N 2.1313 -1.2801 1.3571 -0.20
C 1.0111 -0.3719 1.7876 -0.14
C -0.4689 -0.6074 1.1840 -0.14
C -1.4036 -1.5915 2.1658 -0.15
C -2.0172 -0.5671 3.3374 -0.23
N -2.7432 -1.3120 4.4467 -0.03
C -1.7941 -2.0927 5.3344 -0.38
N -1.9281 -3.4676 5.3978 0.05
N -0.6445 -1.4944 6.1402 0.05
C 2.1600 -1.2038 -0.1880 -0.14
O 1.4158 -2.2361 -0.8949 -0.25
C 2.3435 -3.0119 -1.7439 -0.09
C 1.9380 -2.7104 1.7407 -0.07
C 2.1206 -3.1866 3.2738 -0.22
C 3.4973 -4.0977 3.5658 -0.07
F 1.9346 -2.1800 4.3357 -0.10
H 3.2129 2.4681 3.6085 0.09
H 4.9100 2.1632 2.8061 0.09
H 3.2501 2.1559 1.7457 0.08
H 4.5697 -0.0941 3.6575 0.13
H 2.7247 0.1821 3.8972 0.10
H 3.6622 0.1895 0.8878 0.15
H 5.1132 -1.9897 2.7369 0.09
H 4.6325 -2.5037 0.9032 0.08
H 5.6567 -0.9633 1.2564 0.12
H 1.3429 0.7365 1.4929 0.16
H 0.8427 -0.3232 2.9697 0.15
H -1.0271 0.4486 1.2641 0.14
H -0.5761 -0.9156 0.0698 0.11
H -2.3183 -2.0570 1.6040 0.12
H -0.7687 -2.3825 2.7512 0.09
H -1.1286 0.0145 3.8489 0.11
H -2.7127 0.2784 2.8613 0.14
H -3.4208 -1.9358 3.9380 0.11
H -2.7119 -3.8077 4.7986 0.03
H -0.9860 -0.8639 6.9000 0.09
H -0.1712 -2.3127 6.6179 0.09
H 1.7738 -0.1314 -0.5433 0.19
H 3.2667 -1.2873 -0.6237 0.16
H 2.9619 -2.3426 -2.5065 0.13
H 3.1325 -3.5993 -1.0952 0.10
H 1.7902 -3.8200 -2.4263 0.13
H 2.6536 -3.3982 1.0765 0.14
H 0.8354 -3.0594 1.4364 0.16
H 1.2625 -3.9931 3.4967 0.16
H 3.2148 -5.2153 3.8767 0.10
H 4.1066 -3.6714 4.4872 0.10
H 4.1741 -4.2052 2.6079 0.07
C -1.7453 -0.6440 -7.2834 -0.04
O -2.0144 -1.0763 -5.9512 -0.02
C -0.9130 -1.1844 -5.1660 -0.55
O 0.2359 -0.9483 -5.5057 0.11
O -1.3112 -1.6005 -3.9373 0.00
C -0.2490 -1.7593 -2.9988 -0.07
H -2.6963 -0.5930 -7.8207 0.10
H -1.2967 0.3546 -7.2820 0.10
H -1.0970 -1.3604 -7.7982 0.10
H 0.2594 -0.8051 -2.8261 0.10
H 0.4592 -2.5202 -3.3422 0.07
H -0.6818 -2.0945 -2.0522 0.09
C -0.0352 3.7002 4.0008 -0.05
O 0.1817 4.7567 3.0676 -0.01
C -0.6267 4.7145 1.9786 -0.56
O -1.4848 3.8752 1.7544 0.10
O -0.3151 5.7681 1.1821 -0.01
C -1.0924 5.8519 -0.0109 -0.05
H 0.6645 3.8331 4.8305 0.10
H -1.0540 3.7407 4.3998 0.10
H 0.1617 2.7285 3.5366 0.08
H -2.1534 5.9784 0.2278 0.10
H -0.9377 4.9663 -0.6355 0.10
H -0.7587 6.7300 -0.5705 0.10
C -4.2352 1.9318 -4.8729 -0.05
O -4.0183 2.9883 -5.8061 -0.01
C -4.8267 2.9461 -6.8951 -0.56
O -5.6848 2.1067 -7.1192 0.11
O -4.5151 3.9996 -7.6916 -0.01
C -5.2924 4.0835 -8.8845 -0.05
H -3.5355 2.0647 -4.0432 0.09
H -5.2540 1.9723 -4.4739 0.10
H -4.0383 0.9601 -5.3371 0.09
H -6.3534 4.2100 -8.6459 0.10
H -5.1377 3.1978 -9.5092 0.10
H -4.9587 4.9616 -9.4442 0.10